C5H41N2O13 | ωB97M-V/def2-TZVPD

HOMO level = -11.59 eV
electronic energy = -35441.908 eV
largest force on an atom = 2.89 eV/A
net charge = +1
energy above the lowest of the compared OMol25 structures with the same formula, charge and spin = 463.8 kJ/mol

Each line ends with the natural charge from an NBO analysis.
Geometry (Å):
N  1.983  0.844  0.885  -0.730
C  2.170  2.036  -0.025  -0.052
C  1.770  3.270  0.820  -0.645
C  1.352  1.775  -1.371  -0.254
N  1.350  0.268  -1.572  -0.468
C  0.149  -0.036  -2.365  -0.424
C  2.641  -0.073  -2.163  -0.431
H  2.117  1.008  1.893  0.480
H  1.055  0.503  0.663  0.445
H  2.578  0.069  0.437  0.484
H  3.251  2.097  -0.298  0.208
H  1.981  4.271  0.422  0.243
H  0.704  3.326  1.053  0.242
H  2.347  3.084  1.803  0.211
H  0.406  2.273  -1.127  0.228
H  1.869  2.237  -2.244  0.205
H  0.200  0.468  -3.342  0.173
H  -0.186  -1.049  -2.503  0.216
H  -0.583  0.402  -1.716  0.208
H  2.657  -1.167  -2.178  0.252
H  3.360  0.308  -1.439  0.170
H  2.827  0.550  -3.086  0.180
H  -1.645  -4.012  -0.527  0.486
H  -1.674  -2.513  -0.361  0.450
O  -1.222  -3.204  -0.869  -0.933
H  -2.259  -0.573  0.880  0.490
H  -1.867  -1.182  -0.376  0.462
O  -1.539  -0.465  0.232  -0.944
H  -2.581  -3.704  2.847  0.486
H  -3.033  -4.331  1.696  0.475
O  -2.540  -3.507  1.862  -0.957
H  -1.389  4.260  -0.968  0.496
H  -1.595  4.759  -2.472  0.490
O  -1.332  4.036  -1.899  -0.980
H  0.204  -1.221  2.736  0.490
H  1.526  -1.972  2.241  0.516
O  1.155  -1.295  2.815  -0.995
H  -3.989  1.416  3.565  0.474
H  -4.534  0.554  2.486  0.471
O  -3.780  0.608  3.086  -0.944
H  -2.570  2.376  -2.673  0.506
H  -3.978  2.389  -2.019  0.479
O  -3.403  1.901  -2.614  -0.961
H  0.784  -3.539  -1.512  0.491
H  1.640  -3.845  -2.692  0.478
O  1.680  -3.371  -1.844  -0.968
H  2.497  -2.919  0.277  0.506
H  3.933  -2.370  -0.132  0.489
O  3.165  -2.253  0.432  -0.987
H  -2.425  3.383  1.525  0.479
H  -1.773  2.061  1.115  0.489
O  -1.584  2.997  1.271  -0.963
H  -0.268  -3.882  1.521  0.496
H  0.201  -2.669  0.586  0.492
O  0.498  -3.436  1.149  -0.988
H  2.687  -0.646  3.534  0.515
H  3.885  0.313  3.699  0.481
O  3.202  0.051  3.072  -0.984
H  -4.743  -0.591  -1.306  0.479
H  -3.515  0.338  -1.730  0.509
O  -3.814  -0.404  -1.182  -1.012